{"formula": "C23H25NO3", "method": "wB97M-V/def2-TZVPD", "symbols": ["H", "C", "O", "H", "C", "C", "H", "O", "H", "H", "O", "H", "C", "C", "H", "C", "H", "C", "C", "C", "H", "H", "C", "H", "N", "H", "H", "H", "H", "C", "C", "C", "C", "C", "H", "C", "H", "H", "C", "C", "H", "H", "H", "C", "H", "C", "C", "C", "H", "H", "C", "H"], "positions_angstrom": [[3.112038, -3.099578, -0.242548], [-2.204398, 2.832837, 0.770869], [0.965680, 3.270401, 0.363104], [0.145945, 2.848160, -2.758562], [-3.397360, -1.457073, -0.988169], [0.333484, 2.569781, -0.605172], [-2.849327, -2.255078, -1.487930], [2.130924, -1.343290, -2.860926], [0.409992, 1.201341, 1.728105], [2.308932, 0.820691, 0.279052], [-2.433154, -0.492392, -0.641925], [1.671110, 5.033027, -2.283161], [0.261051, 0.545873, 0.868822], [2.400795, -3.388287, 0.518069], [3.653125, 0.597841, -2.923203], [2.246847, -0.603026, -1.899866], [-5.510500, 2.324011, 1.203509], [1.864446, -4.598813, 2.517333], [1.323184, 4.320731, -1.563703], [0.183425, -3.290054, 1.415389], [2.624518, 1.520815, -1.821322], [-4.935747, 0.204395, 0.145103], [-4.486363, 2.137858, 0.916423], [3.945793, 0.518527, -1.180646], [1.556033, -0.819020, -0.753680], [-4.145730, -1.049495, -1.674242], [-1.443931, 3.575931, 0.954433], [0.815758, -2.507733, -1.642138], [-0.833988, -2.927702, 1.363677], [-2.848470, 0.675261, -0.062321], [1.096874, -2.911465, 0.441568], [-0.430870, 1.335376, -0.254224], [1.560167, 4.323961, -0.226095], [-3.512181, 3.087286, 1.151166], [2.114587, 4.989213, 0.405517], [-4.159579, 0.934147, 0.313482], [-0.157059, -4.423265, 3.196894], [2.021142, -0.621773, 1.262718], [3.176552, 0.592078, -1.946295], [0.698863, -1.994831, -0.681701], [-0.344559, -1.687753, -0.575613], [-3.764693, 4.022936, 1.625891], [3.798870, -4.589361, 1.600018], [1.625106, -0.009120, 0.441944], [-3.897724, -1.862632, -0.102475], [-1.855872, 1.643185, 0.157740], [0.523756, 3.176961, -1.812229], [2.783286, -4.224577, 1.550260], [-0.391645, -0.269152, 1.179044], [-0.474596, 0.709255, -1.150939], [0.563375, -4.132673, 2.446046], [2.162087, -5.253735, 3.322907]], "atomic_forces_ev_per_a": [[0.095, 0.043, -0.087], [-0.062, -0.093, -0.038], [-0.096, -0.323, 0.439], [-0.125, -0.155, -0.177], [-0.161, -0.192, -0.043], [-0.210, -0.213, -1.089], [-0.077, 0.023, 0.029], [0.085, -0.118, -0.353], [-0.045, -0.049, 0.054], [0.027, -0.065, 0.016], [0.186, 0.352, 0.105], [0.117, 0.196, -0.086], [0.232, -0.108, -0.335], [-0.047, 0.009, -0.007], [-0.030, -0.047, 0.017], [0.280, 0.293, -0.151], [-0.083, 0.013, 0.021], [-0.040, -0.058, 0.104], [0.155, 0.136, 0.502], [0.041, 0.036, -0.122], [0.021, 0.091, 0.101], [-0.044, -0.089, -0.035], [0.022, 0.112, 0.050], [0.040, 0.068, 0.097], [-0.292, -0.227, 0.239], [0.022, -0.003, 0.033], [0.106, 0.084, -0.018], [-0.121, 0.116, 0.190], [-0.110, 0.080, -0.018], [-0.003, 0.188, 0.119], [-0.067, -0.007, 0.075], [-0.041, 0.077, 0.429], [0.246, 0.546, -0.676], [-0.123, 0.059, 0.072], [0.050, 0.028, 0.166], [-0.005, -0.300, -0.134], [-0.051, -0.020, 0.062], [0.036, 0.134, -0.064], [0.007, -0.132, -0.201], [-0.017, -0.134, -0.303], [0.027, -0.043, 0.001], [-0.025, 0.085, 0.041], [0.079, -0.032, -0.001], [-0.020, 0.203, 0.338], [0.010, 0.034, -0.043], [0.003, -0.232, -0.156], [-0.127, -0.319, 0.549], [0.087, -0.005, -0.036], [-0.058, -0.011, 0.068], [0.093, 0.111, 0.067], [-0.007, -0.096, 0.124], [0.022, -0.048, 0.065]], "lowdin_charge": [0.12, -0.01, 0.03, 0.12, -0.08, -0.27, 0.09, 0.04, 0.13, 0.11, -0.11, 0.10, -0.09, -0.03, 0.09, -0.50, 0.10, -0.10, -0.06, -0.04, 0.06, 0.10, -0.09, 0.09, -0.05, 0.10, 0.12, 0.13, 0.11, -0.22, -0.21, -0.18, -0.11, -0.08, 0.12, -0.02, 0.10, 0.13, 0.02, -0.09, 0.10, 0.10, 0.10, -0.13, 0.10, -0.10, -0.02, -0.08, 0.11, 0.15, -0.08, 0.10], "e_homo_ev": -8.546, "smiles": "COc1ccccc1[C@H](CCN(Cc1ccccc1)C(C)=O)c1ccco1", "relative_energy_kcal_mol": 21.6}